(1)
{
  "formula": "C9H23FFeNO4S",
  "method": "wB97M-V/def2-TZVPD",
  "elements": ["Fe", "F", "C", "O", "H", "H", "H", "H", "C", "O", "H", "H", "H", "H", "C", "O", "H", "H", "H", "H", "N", "C", "C", "C", "C", "H", "H", "H", "H", "H", "C", "S", "O", "C", "H", "H", "H", "H", "H", "H"],
  "coordinates": [[0.4795, 1.8206, 1.7375], [1.6479, 0.7611, 0.4115], [1.1093, 3.3643, -1.7819], [1.1413, 1.9947, -2.0393], [0.9157, 3.8914, -2.7161], [0.3525, 3.4843, -1.0067], [2.0290, 3.7593, -1.3503], [1.4017, 1.5411, -1.2343], [0.6033, -0.7400, 3.1464], [-0.3187, 0.2011, 2.6600], [0.3382, -1.7655, 2.8892], [1.6223, -0.5792, 2.7946], [0.5762, -0.5213, 4.2139], [-1.2049, -0.1169, 2.8477], [4.0897, -1.7604, -0.6684], [4.2363, -0.4950, -0.0827], [4.6235, -2.5031, -0.0754], [3.1112, -2.1203, -0.9865], [4.6614, -1.7797, -1.5962], [3.3469, -0.1364, -0.1283], [0.1698, -1.9889, 0.1329], [-0.9573, -1.6831, -0.6625], [-1.8091, -2.7463, -0.4609], [-1.1339, -3.8025, 0.1223], [0.1047, -3.3234, 0.5077], [0.9597, -1.4033, 0.3637], [-1.1742, -0.7056, -1.0671], [-2.8424, -2.8075, -0.7692], [-1.4987, -4.8010, 0.3133], [0.9063, -3.6808, 1.1370], [-3.5587, 1.1683, 0.3357], [-2.3896, 2.5270, 0.0399], [-0.9823, 2.0958, 0.4245], [-2.3508, 2.5484, -1.8102], [-3.1596, 0.3205, -0.2210], [-4.5024, 1.4066, -0.1550], [-3.6820, 1.1543, 1.4186], [-1.9288, 1.5790, -2.0753], [-1.6305, 3.2237, -2.2720], [-3.3024, 2.6186, -2.3371]],
  "total_charge": 1,
  "multiplicity": 5,
  "homo_lumo_gap_ev": [5.80, 5.65],
  "de_lowest_ev": 0.860,
  "lumo_energy_ev": [-5.11, -5.26]
}

---

(2)
{
  "formula": "C9H23N3OP",
  "method": "wB97M-V/def2-TZVPD",
  "elements": ["C", "C", "C", "C", "C", "C", "C", "C", "C", "N", "N", "N", "O", "P", "H", "H", "H", "H", "H", "H", "H", "H", "H", "H", "H", "H", "H", "H", "H", "H", "H", "H", "H", "H", "H", "H", "H"],
  "coordinates": [[3.5775, -0.4519, 0.1825], [0.4583, 2.0655, 0.9101], [1.3333, 1.1123, -1.1045], [-0.9714, 1.8066, 0.4265], [-0.0858, 0.8363, -1.6035], [-1.6845, -1.6359, 1.4961], [-2.1438, -2.3869, -0.6545], [-2.3769, 1.7089, -1.5681], [1.5896, -2.5496, 1.1634], [1.3531, 1.1051, 0.3319], [-1.7513, -1.3596, 0.2720], [-1.0076, 1.8669, -1.0559], [1.4323, -1.2270, 1.6638], [2.3175, 0.0267, 1.2047], [4.1756, -1.2394, 0.6279], [4.1876, 0.3896, -0.1207], [0.7594, 3.0892, 0.6362], [0.4965, 1.9810, 1.9988], [2.0157, 0.3277, -1.4444], [1.6868, 2.0773, -1.4957], [-1.2889, 0.7995, 0.7069], [-1.6619, 2.5448, 0.8384], [-0.1267, 0.8578, -2.6929], [-0.4316, -0.1312, -1.2313], [-1.9137, -2.6161, 1.9163], [2.1153, 0.6790, 2.4379], [-1.3762, -0.8714, 2.1939], [-3.0143, -2.0404, -1.2122], [-1.3299, -2.5433, -1.3643], [-2.3833, -3.3372, -0.1674], [-2.7667, 0.7468, -1.2405], [-3.0170, 2.5019, -1.1855], [-2.3817, 1.7466, -2.6558], [2.2477, -2.5618, 0.2943], [0.6050, -2.9258, 0.8865], [2.0082, -3.1786, 1.9495], [-0.6462, 2.7863, -1.3406]],
  "total_charge": 1,
  "homo_lumo_gap_ev": 8.42,
  "de_lowest_ev": 1.598,
  "lumo_energy_ev": -2.59
}

---

(3)
{
  "formula": "C9H23NO3",
  "method": "wB97M-V/def2-TZVPD",
  "elements": ["C", "O", "C", "C", "N", "C", "C", "O", "C", "H", "H", "H", "H", "H", "H", "H", "H", "H", "H", "H", "H", "H", "H", "H", "C", "C", "C", "O", "H", "H", "H", "H", "H", "H", "H", "H"],
  "coordinates": [[8.0293, 18.7489, 10.4925], [7.2924, 19.4128, 9.4116], [8.0672, 20.4895, 8.8391], [9.0211, 19.9186, 7.8341], [10.3239, 19.5455, 8.3598], [11.2142, 19.1637, 7.2351], [12.6729, 19.2057, 7.5507], [13.0364, 17.8981, 8.0541], [14.4793, 17.6985, 8.2844], [7.9005, 19.0951, 11.5179], [9.0651, 18.4690, 10.3004], [7.5635, 17.7826, 10.6864], [8.6877, 20.9478, 9.6091], [7.4031, 21.2401, 8.4104], [9.0144, 20.5042, 6.9148], [8.5349, 19.0563, 7.3779], [10.1980, 18.7459, 8.9637], [10.9965, 19.8511, 6.4176], [10.8648, 18.1779, 6.9282], [12.8131, 19.8809, 8.3948], [13.3106, 19.5125, 6.7216], [14.8678, 17.2956, 7.3490], [14.6599, 16.9478, 9.0537], [15.0492, 18.5706, 8.6051], [11.0364, 22.9843, 10.6096], [11.4670, 21.7198, 9.9089], [11.4591, 20.5576, 10.8037], [10.4502, 21.5951, 8.9604], [11.5637, 23.1296, 11.5524], [9.9587, 22.9179, 10.7584], [11.2868, 23.9390, 10.1470], [12.4394, 21.8556, 9.4354], [12.2791, 20.7011, 11.5073], [11.8213, 19.6334, 10.3535], [10.5457, 20.5628, 11.3986], [10.4070, 20.7085, 8.5948]],
  "homo_lumo_gap_ev": 9.39,
  "de_lowest_ev": 3.769,
  "lumo_energy_ev": 0.79
}

---

(4)
{
  "formula": "C9H24BClN2O9PS2",
  "method": "wB97M-V/def2-TZVPD",
  "elements": ["C", "N", "C", "B", "O", "P", "Cl", "O", "C", "C", "C", "N", "C", "S", "C", "O", "O", "O", "H", "H", "H", "H", "H", "H", "H", "H", "H", "H", "H", "H", "H", "H", "H", "H", "H", "H", "H", "H", "C", "C", "O", "S", "O", "O", "O", "H", "H", "H", "H"],
  "coordinates": [[-4.4794, -2.3844, 1.5502], [-4.2954, -1.3335, 0.5037], [-3.1977, -1.8451, -0.3466], [-3.9352, -0.0485, 1.1769], [-3.6545, -0.1029, 2.5901], [-3.8427, 1.7034, 0.3558], [-5.6694, 1.4479, -0.8285], [-2.3223, 1.8825, 1.2416], [-1.2251, 1.4459, 0.4449], [0.0829, 2.1482, 0.9634], [1.3448, 1.2365, 0.7230], [1.9646, 0.7962, 1.9861], [-1.6896, 1.7599, -1.0197], [-0.7298, 1.1033, -2.4402], [-1.3936, -0.5092, -3.0243], [-0.9801, 2.0478, -3.5811], [0.7395, 1.0295, -2.2120], [-2.9940, 1.2269, -1.1087], [-4.8011, -3.3384, 1.0706], [-5.2486, -2.0947, 2.2847], [-3.5085, -2.6283, 2.0469], [-3.1638, -2.9551, -0.3450], [-3.3715, -1.4972, -1.3822], [-2.1843, -1.5027, -0.0427], [-2.7946, -0.4970, 2.7263], [-4.6450, 2.2957, 1.4070], [-3.6845, 3.0555, -0.1565], [-0.9970, 0.3753, 0.6792], [-0.0382, 2.1978, 2.0648], [0.2180, 3.1530, 0.5219], [1.0268, 0.3209, 0.1707], [2.0400, 1.7623, 0.0483], [2.9186, 0.4816, 1.8201], [1.4944, -0.0392, 2.3242], [-1.6386, 2.8569, -1.1696], [-1.1454, -1.3153, -2.3083], [-1.0224, -0.7216, -4.0408], [-2.4921, -0.3999, -3.0407], [6.3989, -1.1395, -1.2784], [7.3923, -1.3114, -0.1440], [6.8416, -0.5607, 0.9403], [5.2271, -0.6161, 0.8595], [4.7635, -1.6365, 1.7432], [4.7353, 0.7204, 0.8999], [5.1144, -1.1678, -0.6542], [6.5204, -0.1707, -1.7685], [6.4760, -1.9324, -2.0193], [8.3832, -0.9421, -0.3983], [7.4620, -2.3571, 0.1664]],
  "total_charge": -1,
  "homo_lumo_gap_ev": 6.41,
  "lumo_energy_ev": 1.77
}

---

(5)
{
  "formula": "C9H24BN6O5PS2",
  "method": "wB97M-V/def2-TZVPD",
  "elements": ["C", "C", "N", "N", "C", "S", "C", "C", "C", "N", "C", "P", "O", "O", "O", "N", "B", "O", "N", "C", "C", "N", "S", "H", "H", "H", "H", "H", "H", "H", "H", "H", "H", "H", "H", "H", "H", "H", "H", "H", "H", "H", "H", "H", "H", "H", "O", "H"],
  "coordinates": [[-0.6769, 1.2303, 4.2076], [-0.1947, -0.0987, 3.6133], [-1.0638, -0.5086, 2.4939], [-0.4333, -1.3062, 1.5489], [-0.3492, -2.7414, 1.7987], [-1.9593, -3.5662, 1.6738], [-2.7260, -2.7495, 0.2376], [-3.7213, -1.6577, 0.6072], [0.1042, -0.7896, 0.4529], [0.7159, -1.5238, -0.4704], [1.0294, -0.6930, -1.4431], [1.7179, -1.2793, -3.0037], [0.7800, -1.0123, -4.0680], [2.0476, -2.7963, -2.6613], [3.1534, -0.5843, -3.2171], [0.7294, 0.5754, -1.1555], [0.9955, 1.8289, -1.9977], [0.3201, 1.9248, -3.1774], [1.9701, 2.7645, -1.5994], [2.6599, 2.5141, -0.3288], [1.5607, 4.1773, -1.7298], [0.0860, 0.5251, 0.0694], [-0.5925, 1.9422, 0.7263], [-0.7247, 1.1657, 5.2937], [0.0064, 2.0431, 3.9695], [-1.6700, 1.4815, 3.8408], [0.7953, 0.0376, 3.1777], [-0.1302, -0.8748, 4.3793], [-1.9115, -0.9759, 2.7971], [0.3774, -3.2107, 1.1452], [-0.0019, -2.8487, 2.8271], [-3.2594, -3.5535, -0.2669], [-1.9795, -2.4118, -0.4853], [-3.2326, -0.7254, 0.8927], [-4.3537, -1.9948, 1.4304], [-4.3861, -1.4655, -0.2345], [2.8971, -3.0889, -3.0068], [3.9076, -1.1599, -3.0555], [-0.5306, 2.3740, -3.1576], [2.1109, 2.9091, 0.5285], [3.6318, 3.0118, -0.3366], [2.8552, 1.4531, -0.1913], [2.1012, 4.6803, -2.5318], [1.7635, 4.7103, -0.8037], [0.5004, 4.2677, -1.9617], [-1.3825, 2.2369, -0.3222], [-2.0488, -2.2652, -2.8903], [-1.4884, -1.9718, -3.6151]],
  "homo_lumo_gap_ev": 4.54,
  "lumo_energy_ev": -0.41
}

---

(6)
{
  "formula": "C9H24BO8P",
  "method": "wB97M-V/def2-TZVPD",
  "elements": ["C", "C", "O", "B", "O", "C", "O", "C", "C", "O", "C", "H", "H", "H", "H", "H", "H", "H", "H", "H", "H", "H", "H", "H", "H", "H", "C", "O", "P", "O", "O", "C", "O", "C", "H", "H", "H", "H", "H", "H", "H", "H", "H"],
  "coordinates": [[0.7436, -1.3921, -2.1913], [0.8349, -0.1119, -1.3669], [-0.2170, -0.0481, -0.3914], [-1.3486, 0.6265, -0.8026], [-1.3621, 2.0007, -0.7382], [-2.6152, -0.1692, -1.3376], [-3.8165, 0.3724, -0.8089], [-4.8674, -0.5627, -0.7108], [-6.1690, 0.1901, -0.5404], [-6.5604, 0.8526, -1.7216], [-7.6422, 0.2875, -2.4297], [0.2381, -2.1565, -1.6007], [0.1659, -1.2454, -3.1059], [1.7334, -1.7609, -2.4590], [0.7768, 0.7658, -2.0187], [1.7743, -0.0762, -0.8151], [-1.6502, 2.4390, -1.5473], [-2.5205, -1.2406, -1.1266], [-2.6331, -0.0776, -2.4408], [-4.7103, -1.2038, 0.1691], [-4.9082, -1.1936, -1.6085], [-6.0375, 0.9375, 0.2467], [-6.9389, -0.5101, -0.1948], [-7.8818, -0.7198, -2.0759], [-8.5343, 0.9132, -2.3261], [-7.3869, 0.2293, -3.4893], [2.4371, 1.1035, 1.9728], [3.8091, 1.0267, 1.5416], [4.7907, 0.0702, 2.3237], [4.5559, -0.0422, 3.7643], [6.2172, 0.6085, 1.8987], [6.6074, 1.9092, 2.3614], [4.6920, -1.2788, 1.5073], [5.3732, -2.4338, 2.0238], [2.3528, 1.7770, 2.8229], [1.8643, 1.4888, 1.1339], [2.0558, 0.1209, 2.2467], [6.4258, 2.0047, 3.4319], [6.0567, 2.6765, 1.8184], [7.6702, 2.0075, 2.1604], [4.7010, -2.9934, 2.6711], [6.2636, -2.1513, 2.5843], [5.6603, -3.0402, 1.1691]],
  "homo_lumo_gap_ev": 9.97,
  "lumo_energy_ev": 0.55,
  "smiles": "CCOB(O)COCCOC.COP(=O)(OC)OC"
}